(1)
ORCA calculation (wB97M-V/def2-TZVPD) on C29H26ClNO2S3V as an isolated structure.

```
63
Properties=species:S:1:pos:R:3
V -0.6758 -1.2214 0.2808
O -0.8649 0.0941 2.0953
S -1.7710 1.2039 2.5253
C -0.6478 2.6509 2.5707
C -0.0072 3.0094 1.2286
C 1.4962 3.2825 1.3247
C 2.3595 2.0364 1.4891
S 2.3362 0.7910 0.1441
O 0.9398 0.2644 0.1027
C 2.4769 1.9101 -1.2518
C 3.6817 2.5620 -1.4775
C 3.7855 3.4327 -2.5499
C 2.6977 3.6296 -3.3929
C 1.5078 2.9524 -3.1681
C 1.3931 2.0841 -2.0913
C -2.7966 1.6810 1.1355
C -3.9811 2.3387 1.4294
C -4.8375 2.6888 0.3960
C -4.5216 2.3506 -0.9116
C -3.3442 1.6717 -1.1951
C -2.4759 1.3421 -0.1699
H 0.0975 2.3245 3.3008
H -1.2010 3.4792 3.0166
H -0.5130 3.8787 0.8076
H -0.1556 2.1973 0.5253
H 1.7023 3.9358 2.1790
H 1.8262 3.8287 0.4391
H 2.0698 1.4412 2.3596
H 3.4128 2.3013 1.6104
H 4.5320 2.3866 -0.8279
H 4.7184 3.9480 -2.7369
H 2.7843 4.3034 -4.2351
H 0.6682 3.0918 -3.8364
H 0.4850 1.5239 -1.9077
H -4.2454 2.5524 2.4586
H -5.7658 3.1989 0.6164
H -5.2059 2.5991 -1.7120
H -3.1102 1.3780 -2.2097
H -1.5440 0.8337 -0.3943
S 0.6533 -5.5486 0.0183
C 0.4729 -5.2387 1.7205
C 0.5722 -6.1137 2.7952
C 0.3485 -5.6130 4.0641
C 0.0257 -4.2667 4.2604
C -0.0710 -3.3947 3.1942
C 0.1633 -3.8866 1.9119
N 0.1100 -3.1474 0.7447
C 0.3330 -3.8708 -0.3173
C 0.2627 -3.2857 -1.6529
C 0.6499 -4.0131 -2.7803
C 0.5655 -3.4227 -4.0289
C 0.0931 -2.1182 -4.1268
C -0.2887 -1.4167 -2.9886
C -0.2275 -1.9612 -1.7005
H 0.8090 -7.1587 2.6438
H 0.4142 -6.2760 4.9169
H -0.1607 -3.9085 5.2645
H -0.3439 -2.3544 3.3221
H 1.0195 -5.0295 -2.6860
H 0.8606 -3.9683 -4.9160
H 0.0183 -1.6492 -5.1021
H -0.6621 -0.4035 -3.1274
Cl -2.9243 -1.9116 0.6025
```

Summary:
* 2S+1: 4
* total charge: 0
* energy above the lowest of the compared OMol25 structures with the same formula, charge and spin: 7.6 kJ/mol
* energy: -106796.6675 eV

---

(2)
ORCA calculation (wB97M-V/def2-TZVPD) on a 10-piece molecular cluster, C58H137N9O10 overall.

```
214
Properties=species:S:1:pos:R:3
C -20.4639 19.6702 -8.9738
C -20.5663 21.2107 -9.0125
O -20.3468 21.6874 -7.7038
H -20.9397 19.1251 -9.7890
H -21.0309 19.3063 -8.1170
H -19.4871 19.1907 -8.9106
H -21.5427 21.5839 -9.3214
H -19.8470 21.6143 -9.7252
H -21.2123 21.8828 -7.3373
C -22.8393 16.0567 -9.0271
C -23.0369 14.6436 -8.4364
C -23.8125 14.6597 -7.0374
C -25.3206 14.6687 -7.1632
C -25.8127 13.5946 -8.0377
C -25.2294 13.6483 -9.5045
N -23.7173 13.7017 -9.3935
O -23.0619 13.5717 -10.6308
C -25.5178 12.2748 -10.1097
C -25.9413 14.7299 -10.3462
C -21.6717 14.0241 -8.0882
H -22.4546 15.9631 -10.0426
H -22.1730 16.6799 -8.4306
H -23.7950 16.5717 -9.1255
H -23.6200 13.8852 -6.2948
H -23.4669 15.5438 -6.5017
H -25.6014 15.5850 -7.6823
H -25.9042 14.7258 -6.2444
H -26.8760 13.7215 -8.2411
H -25.6267 12.5935 -7.6487
H -25.1235 12.2328 -11.1250
H -25.1246 11.4795 -9.4765
H -26.5835 12.0560 -10.0425
H -26.9893 14.4309 -10.3273
H -25.8391 15.7389 -9.9468
H -25.6339 14.7621 -11.3915
H -21.1350 13.8546 -9.0216
H -21.6880 13.0508 -7.5978
H -21.0852 14.7502 -7.5254
H -22.7884 12.6515 -10.6391
C -22.8358 20.8020 -4.6287
C -24.1020 20.2849 -5.3966
C -25.1823 19.7242 -4.4817
C -26.1153 20.7613 -3.7666
C -26.7340 21.6614 -4.8582
C -25.6636 22.3474 -5.8229
N -24.6925 21.3416 -6.2690
O -23.8909 21.7265 -7.3162
C -26.4324 22.9851 -7.0034
C -24.9079 23.4666 -5.0180
C -23.7174 19.0792 -6.2341
H -23.1620 21.3474 -3.7432
H -22.2262 21.4123 -5.2951
H -22.2853 19.8913 -4.3925
H -25.8579 19.0585 -5.0187
H -24.8067 18.9858 -3.7733
H -25.5536 21.2603 -2.9768
H -26.8950 20.2122 -3.2388
H -27.1018 22.5216 -4.2988
H -27.4831 21.2424 -5.5301
H -25.8059 23.6279 -7.6217
H -26.7588 22.2081 -7.6946
H -27.3071 23.5281 -6.6455
H -25.6427 24.2020 -4.6904
H -24.3200 23.2606 -4.1236
H -24.2275 23.9697 -5.7051
H -24.4793 18.5701 -6.8244
H -23.3399 18.3279 -5.5404
H -22.9765 19.3580 -6.9834
H -24.4228 21.5264 -8.0900
C -16.0615 23.8328 -5.4946
C -16.1950 22.4530 -6.2046
C -14.7368 21.8130 -6.0688
C -14.6683 20.2901 -6.1239
C -15.5957 19.6762 -5.1636
C -17.1171 20.1002 -5.5409
N -17.2262 21.5783 -5.5875
O -18.4980 22.1257 -5.6946
C -17.6219 19.3806 -6.7727
C -17.8680 19.6020 -4.2524
C -16.5801 22.6345 -7.7298
H -17.0111 24.3566 -5.6048
H -15.2994 24.4748 -5.9364
H -15.9791 23.7441 -4.4114
H -14.0882 22.1755 -6.8663
H -14.2913 21.9641 -5.0855
H -13.6493 20.0223 -5.8447
H -14.8563 19.9609 -7.1459
H -15.3479 20.0565 -4.1726
H -15.5728 18.5873 -5.1197
H -17.1843 19.7865 -7.6848
H -17.4814 18.3013 -6.7140
H -18.6817 19.6088 -6.8858
H -17.4723 20.0989 -3.3666
H -18.9098 19.9209 -4.2857
H -17.8752 18.5141 -4.1855
H -16.3260 21.7554 -8.3220
H -15.9186 23.3901 -8.1535
H -17.6284 22.8971 -7.8720
H -18.8976 21.7496 -6.4823
C -15.2327 18.0287 -14.5948
C -16.3372 17.1721 -13.8503
C -15.8108 15.7886 -13.5286
C -14.7819 15.6895 -12.3699
C -15.3814 16.3444 -11.0590
C -15.9311 17.7459 -11.3402
N -16.7857 17.7834 -12.5750
O -17.4380 19.0181 -12.7029
C -16.9754 17.9968 -10.2115
C -14.8378 18.8334 -11.3056
C -17.4995 17.1538 -14.8498
H -15.0140 17.5950 -15.5706
H -14.3156 18.0581 -14.0064
H -15.5639 19.0666 -14.6280
H -16.6420 15.1031 -13.3635
H -15.2853 15.2806 -14.3372
H -13.8473 16.2101 -12.5785
H -14.5166 14.6472 -12.1929
H -14.6106 16.3210 -10.2886
H -16.2549 15.7535 -10.7835
H -17.4639 18.9710 -10.2292
H -17.7836 17.2706 -10.1245
H -16.4185 17.9195 -9.2776
H -13.9089 18.4260 -11.7047
H -15.0938 19.7384 -11.8565
H -14.4900 19.0922 -10.3055
H -17.9627 18.1253 -15.0223
H -18.2864 16.5357 -14.4175
H -17.2817 16.7800 -15.8503
H -18.3430 18.7500 -12.5278
C -26.5030 23.8930 -10.8595
C -25.0237 23.7569 -10.4650
C -24.3510 22.4389 -10.8961
O -24.8943 21.4232 -10.0829
C -24.6307 20.0729 -10.3919
N -24.3880 24.9649 -11.0024
H -26.9368 24.8283 -10.5058
H -27.0692 23.0523 -10.4588
H -26.6261 23.8592 -11.9420
H -24.8780 23.9927 -9.4108
H -23.2681 22.4598 -10.7731
H -24.5762 22.2229 -11.9404
H -25.1210 19.8557 -11.3409
H -25.0313 19.4678 -9.5786
H -23.5457 19.9721 -10.4201
H -23.4648 24.9719 -10.5928
H -24.8084 25.8065 -10.6350
C -20.5614 24.6919 -8.3172
C -20.7884 25.1711 -9.7500
C -19.6479 26.1296 -10.1552
O -20.1755 26.8927 -11.2635
C -19.3183 28.0277 -11.5757
N -20.9206 24.1214 -10.7507
H -19.6398 24.1233 -8.1926
H -21.3020 24.0016 -7.9133
H -20.4381 25.5361 -7.6387
H -21.6827 25.7932 -9.7143
H -18.6893 25.6502 -10.3538
H -19.4161 26.7843 -9.3151
H -18.3171 27.7013 -11.8574
H -19.3410 28.8036 -10.8105
H -19.6449 28.4879 -12.5083
H -20.0750 23.5695 -10.7701
H -20.9501 24.5384 -11.6701
C -21.7079 21.0995 -12.8129
C -20.7236 20.5984 -13.8359
C -20.8099 19.1068 -14.2279
O -20.3569 18.4750 -13.0730
C -20.7035 17.0594 -12.9758
N -21.0750 21.3182 -15.0236
H -21.4836 22.1287 -12.5330
H -21.6802 20.5352 -11.8807
H -22.7286 20.9947 -13.1809
H -19.6774 20.8257 -13.6314
H -20.2002 18.9429 -15.1164
H -21.8368 18.9211 -14.5427
H -20.5313 16.4218 -13.8429
H -21.7733 16.9421 -12.8031
H -20.3523 16.5834 -12.0602
H -21.9972 21.1305 -15.3902
H -20.5150 21.2036 -15.8563
C -18.4094 14.0688 -6.7243
C -18.2837 14.5619 -5.2810
C -19.4423 15.4585 -4.9001
O -19.5958 16.5525 -5.8148
C -20.4686 17.4995 -5.3516
N -18.1341 13.4713 -4.2879
H -19.3164 13.4678 -6.7899
H -17.5835 13.3925 -6.9446
H -18.4106 14.8583 -7.4759
H -17.3734 15.1585 -5.2216
H -19.2913 15.8460 -3.8926
H -20.2975 14.8064 -4.7226
H -21.4767 17.0978 -5.2487
H -20.3901 18.4073 -5.9498
H -20.1974 17.7889 -4.3363
H -18.8261 12.7470 -4.4165
H -18.2813 13.8748 -3.3738
C -16.6461 23.9995 -15.1596
C -17.7324 23.3571 -14.3220
C -17.9253 23.9747 -12.9196
O -16.8810 23.7285 -11.9736
C -16.5138 22.3779 -11.7906
N -18.9895 23.4384 -15.0344
H -16.3350 23.3332 -15.9641
H -15.7204 24.2569 -14.6450
H -17.0234 24.9011 -15.6422
H -17.5565 22.2820 -14.2853
H -18.8222 23.6131 -12.4167
H -18.0956 25.0485 -12.9970
H -17.2654 21.8217 -11.2304
H -15.6371 22.3206 -11.1454
H -16.3001 21.8789 -12.7358
H -19.6617 22.8025 -14.6296
H -18.8905 22.9717 -15.9247
```

Summary:
* total charge: 0
* energy: -96243.9392 eV
* SMILES: CC1(C)CCCC(C)(C)N1O.CC1(C)CCCC(C)(C)N1O.CC1(C)CCCC(C)(C)N1O.CC1(C)CCCC(C)(C)N1O.COC[C@H](C)N.COC[C@H](C)N.COC[C@H](C)N.COC[C@H](C)N.COC[C@H](C)N.CCO

---

(3)
ORCA calculation (wB97M-V/def2-TZVPD) on C15H40Br4N5O5 as an isolated structure.

```
69
Properties=species:S:1:pos:R:3
C -20.0849 -1.6286 11.9848
C -20.1801 -0.8467 10.7452
O -21.1245 -0.7548 10.0236
N -19.0016 -0.0239 10.3965
H -18.5076 0.3492 11.2170
H -18.3027 -0.7505 9.9961
C -19.2035 1.0014 9.3296
H -21.0049 -2.1673 12.2898
H -19.8366 -1.0485 12.8193
H -19.2449 -2.4163 11.7215
H -18.2176 1.4035 9.2275
H -19.8766 1.7748 9.6092
H -19.5689 0.5007 8.4733
C -17.5236 -5.4662 16.5964
C -17.9681 -4.0849 16.9647
O -17.4704 -3.1784 16.3580
N -18.9275 -3.8428 17.9362
H -19.3239 -2.9413 17.9485
H -17.5394 -1.3788 14.6889
C -19.2474 -4.7833 19.0127
H -18.2784 -5.7752 15.9002
H -17.4201 -6.3191 17.2912
H -16.6357 -5.3694 16.0136
H -19.3609 -4.1854 19.9327
H -18.4929 -5.5785 19.1041
H -20.1822 -5.2485 18.7223
C -16.6286 -12.6814 12.1646
C -15.5800 -12.3054 13.1575
O -15.0587 -13.0895 13.9272
N -14.8548 -10.8703 13.1451
H -14.7006 -10.6189 12.1190
H -15.6450 -10.1804 13.4866
C -13.5847 -10.7267 14.0169
H -16.2843 -13.4454 11.4436
H -16.8756 -11.8930 11.5011
H -17.5004 -13.0958 12.7401
H -13.0606 -9.9109 13.5436
H -13.0217 -11.6490 14.0011
H -13.8988 -10.5136 14.9926
C -14.8434 -5.8060 9.2985
C -13.8341 -4.9922 10.0712
O -12.8270 -5.3453 10.5466
N -14.1492 -3.5124 10.1292
H -14.9565 -3.1359 9.5621
H -14.5223 -3.3647 11.0797
C -12.8766 -2.6567 9.8847
H -15.8194 -5.3349 9.1203
H -14.9617 -6.8619 9.5813
H -14.3976 -5.8387 8.2521
H -12.5568 -2.7888 8.8730
H -12.0573 -2.8459 10.5321
H -13.2636 -1.6076 10.0377
C -14.1285 -6.2922 13.1853
C -15.4346 -6.0162 12.6048
O -15.7385 -4.9164 12.1634
N -16.2565 -7.0474 12.2845
H -15.7753 -7.7025 11.6023
H -16.3775 -7.6254 13.2003
C -17.7690 -6.7561 11.9454
H -13.5693 -6.6952 12.3343
H -13.9915 -7.1061 13.8452
H -13.7015 -5.3469 13.5359
H -18.3908 -7.4847 12.3662
H -17.9349 -6.9185 10.8891
H -18.1571 -5.8107 12.2697
Br -17.2503 -2.4494 9.7229
Br -14.0858 -9.2060 10.4953
Br -16.6958 -9.0286 14.7232
Br -20.5220 -5.7628 13.0182
```

Summary:
* total charge: +1
* energy: -314049.3422 eV

---

Which value of energy does entry 3 give? -314049.3422 eV